(1)
8
Properties=species:S:1:pos:R:3 method="wB97M-V/def2-TZVPD" homo_ev="-10.7 / -11.4" orbital_gap_ha="0.297 / 0.362" e_above_lowest_ev=3.4979
C 1.35003 0.03270 -0.09395
N -0.83198 -1.18724 -0.05294
O -3.12874 -0.45786 -0.01904
O -1.36828 1.35364 0.18773
F 1.51354 0.45460 1.16786
F 1.41958 0.92355 -0.98536
F 2.24762 -0.93063 -0.22463
S -1.74649 -0.01578 0.01128

(2)
11
Properties=species:S:1:pos:R:3 method="wB97M-V/def2-TZVPD" homo_ev=-9.3 orbital_gap_ha=0.378 e_above_lowest_ev=2.0341
C 1.09659 -1.93425 -0.25568
C 0.46140 -0.99059 0.07506
C -0.41831 0.17865 0.48973
C 0.27899 1.44608 0.00265
S -2.10130 -0.28405 -0.13200
H 1.67420 -2.76885 -0.34746
H -0.34477 0.25943 1.59784
H 0.89142 1.38235 -0.95402
H 0.87490 1.72207 0.78715
H -0.57480 2.11116 -0.11638
H -1.83832 -1.12200 -1.14689

(3)
74
Properties=species:S:1:pos:R:3 method="wB97M-V/def2-TZVPD" homo_ev="-10.5 / -10.5" s_squared=8.7592 spin_multiplicity=6 orbital_gap_ha="0.279 / 0.211" charge=+1 e_above_lowest_ev=0.0000
Fe -0.18684 -0.40587 -0.41910
N 1.43850 3.06185 6.57910
C 0.77484 2.10518 5.76898
C -0.48639 1.56475 6.03797
C -1.02417 0.65908 5.13090
C -0.20799 0.18857 4.06307
C 1.09065 0.70974 3.81435
C 1.51055 1.72916 4.63553
S -0.83502 -1.02482 3.00856
O 0.19996 -1.99804 2.73809
O -1.99570 -1.60009 3.65319
N -1.10595 -0.34421 1.53047
C -2.25785 0.27062 1.07717
N -2.28142 0.07263 -0.31863
C -3.24849 0.70406 -0.99040
C -4.17487 1.45578 -0.29993
C -4.06474 1.58936 1.03380
N -3.09713 0.93770 1.78911
H 0.79584 3.70102 6.96407
H 1.99164 3.62810 5.89400
H -1.16230 1.84158 6.77579
H -2.05874 0.24245 5.14220
H 1.63909 0.30144 2.97606
H 2.48294 2.15277 4.49257
H -3.25630 0.59049 -2.05688
H -4.90989 2.05612 -0.82951
H -4.65167 2.23728 1.61141
C -2.93206 3.08587 -6.32228
Se -2.14056 3.65371 -4.67450
C -0.51699 2.50588 -4.88881
C -0.02191 2.01203 -3.50446
Se -0.53812 0.08690 -3.24432
C 0.57465 -0.65762 -4.69414
H -3.96181 3.31047 -6.25514
H -2.64881 2.01108 -6.30978
H -2.36421 3.59960 -7.11137
H 0.18967 2.98742 -5.48758
H -0.93541 1.64794 -5.48266
H -0.55311 2.47241 -2.66287
H 1.09119 2.16560 -3.36606
H -0.12672 -1.01369 -5.46565
H 1.22278 -1.45598 -4.32829
H 1.22298 0.15084 -5.07467
I -3.64151 -5.02734 1.14942
C -2.13466 -4.20857 0.01108
C -1.49396 -4.94105 -0.95838
C -0.35456 -4.42232 -1.64277
C 0.00198 -3.13980 -1.39284
N -0.68521 -2.36431 -0.58062
C -1.71895 -2.87254 0.16428
H -1.78218 -5.95348 -1.23722
H 0.20617 -4.96100 -2.46247
H 0.74694 -2.70104 -2.00975
H -2.27449 -2.21468 0.75339
N 3.31895 -2.48789 3.11971
C 4.19854 -2.44283 2.11136
O 5.36428 -2.77740 2.13806
C 3.66283 -1.76371 0.89731
C 4.56211 -1.07870 0.09314
C 4.12421 -0.41870 -1.05811
C 2.77701 -0.51650 -1.35153
N 1.85741 -0.97772 -0.47332
C 2.29712 -1.66552 0.61096
H 3.62812 -2.94977 3.96928
H 2.34209 -2.46363 2.99704
H 5.59309 -1.02272 0.42973
H 4.78618 0.07270 -1.75350
H 2.32792 -0.04220 -2.22349
H 1.49163 -2.03446 1.26435
O 2.15204 2.03767 1.06321
Cl 1.15404 2.68180 0.25706
O -2.93790 2.76301 -3.58687
O 1.67520 3.39166 -0.85638
O 0.27544 1.51183 -0.37151

(4)
12
Properties=species:S:1:pos:R:3 method="wB97M-V/def2-TZVPD" homo_ev=-9.7 orbital_gap_ha=0.392 e_above_lowest_ev=4.7783
C -0.15286 3.67839 -2.09769
C 1.23637 3.65552 -1.90944
O 1.86992 2.70450 -0.86415
H -0.58164 4.50497 -2.71833
H -0.86009 2.99587 -1.49061
H 1.97289 3.92387 -2.67041
H 1.54106 3.26528 0.00336
C -0.74493 -4.65501 2.29247
N -1.12653 -5.85912 2.09206
H -1.20965 -3.55343 2.48350
H 0.18077 -4.56918 2.86511
H -2.12531 -6.09165 2.01413

(5)
20
Properties=species:S:1:pos:R:3 method="wB97M-V/def2-TZVPD" homo_ev=-8.6 orbital_gap_ha=0.335 e_above_lowest_ev=5.3640
C 1.84132 2.93979 -0.51998
C 0.71839 2.60137 -1.07611
C -0.01337 1.43121 -0.83950
C -1.13390 0.97739 -1.42631
C -1.23475 -0.21930 -0.62369
C -0.39186 -1.41560 -1.04352
I -0.65594 -3.01560 -2.40960
C 0.72647 -0.95714 -0.43822
C 0.09793 0.25862 0.17330
H 2.39436 3.87410 -0.47333
H 2.20824 2.35589 0.35719
H 0.39309 3.28667 -1.88093
H -1.67412 1.35145 -2.23808
H -2.12583 -0.18724 -0.06983
H 1.67183 -1.30118 -0.40407
H 0.21009 0.29918 1.25139
C -0.17805 -5.31143 0.95065
C -0.94092 -4.42401 0.86702
H 0.66232 -6.01745 1.07871
H -1.79234 -3.74617 0.77995

(6)
17
Properties=species:S:1:pos:R:3 method="wB97M-V/def2-TZVPD" homo_ev=-9.8 orbital_gap_ha=0.308 e_above_lowest_ev=0.0000
N -1.33391 -2.90409 1.29779
C -0.66936 -2.01816 1.65073
C 0.12300 -0.93038 2.07308
C 0.53233 -0.90873 3.46161
N 0.86839 -0.88579 4.56561
C 0.49094 0.12984 1.27582
C 0.21035 0.39587 -0.12433
C -0.52444 -0.38908 -0.97739
C -0.71684 -0.02407 -2.29408
C -0.14351 1.16773 -2.71064
N 0.58575 1.96114 -1.94783
C 0.74885 1.58510 -0.67599
H 0.99832 0.94478 1.78190
H -0.96915 -1.33637 -0.65182
H -1.20935 -0.69110 -2.99375
H -0.26088 1.59640 -3.71510
H 1.26951 2.30691 -0.01562

(7)
23
Properties=species:S:1:pos:R:3 method="wB97M-V/def2-TZVPD" homo_ev=-9.6 orbital_gap_ha=0.365 e_above_lowest_ev=4.1000
C -2.28454 -1.66613 -1.29960
N -1.72100 -0.56471 -1.02553
C -1.14587 0.17483 -2.22141
H -2.93666 -2.05607 -0.64041
H -2.17762 -2.12272 -2.43837
H -1.98260 0.46014 -2.82570
H -0.25955 -0.30634 -2.73169
H -0.75161 1.05980 -2.03985
O 3.42951 -1.25005 -0.56476
H 4.15880 -0.72014 -0.15551
H 3.28383 -2.04886 -0.01367
O -1.23435 2.25773 2.35028
H -1.48907 1.53703 2.90271
H -1.63863 2.06844 1.52148
O -0.27652 -0.36466 0.68382
H 0.40454 -0.10012 0.11745
H -0.70161 0.48708 0.71708
O 1.85398 1.79677 -1.55205
H 2.19716 2.04504 -0.74697
H 1.08669 1.22314 -1.55320
O 0.41920 -0.79342 2.96015
H -0.48253 -1.20365 3.15835
H 0.38380 -0.59303 2.01351

(8)
9
Properties=species:S:1:pos:R:3 method="wB97M-V/def2-TZVPD" homo_ev=-2.6 orbital_gap_ha=0.261 charge=-1 e_above_lowest_ev=3.7250
C -0.57890 -1.04282 -0.37244
C -1.70331 -0.23642 -0.38089
O -2.40583 0.02785 0.70489
C -1.65349 -0.12171 2.10213
O -0.69830 -0.97101 1.94676
O -1.52506 0.97437 2.64854
H -0.70815 -2.12454 -0.31419
H 0.33150 -0.57679 -0.75902
H -1.76400 0.57303 -1.12078

(9)
15
Properties=species:S:1:pos:R:3 method="wB97M-V/def2-TZVPD" homo_ev=-2.8 orbital_gap_ha=0.161 charge=-1 e_above_lowest_ev=1.5385
C 4.13334 -4.06928 4.41632
C 5.57130 -4.55739 4.56196
O 5.55100 -5.87540 5.11045
C 6.72394 -6.46675 5.43201
O 7.80167 -5.86121 5.21660
O 6.62575 -7.61510 5.93309
O 4.12384 -2.80198 3.86543
Li 8.37090 -7.26143 5.84373
H 3.64447 -4.23337 5.40101
H 3.58516 -4.80397 3.78826
H 6.12150 -3.87865 5.23025
H 6.07759 -4.57267 3.58436
H 3.87048 -2.21255 4.75792
O 3.39160 -1.59375 5.32651
H 2.45149 -1.77090 5.40802

(10)
14
Properties=species:S:1:pos:R:3 method="wB97M-V/def2-TZVPD" homo_ev=-9.9 orbital_gap_ha=0.381 e_above_lowest_ev=0.0189
C 0.04568 -0.52164 2.44795
C 0.11431 -0.26764 1.27812
C 0.76732 1.24979 -0.46725
C -1.21333 -0.47097 -0.80848
C 0.20491 -0.16848 -0.28583
O 1.02532 -1.04392 -0.95998
Br -2.66272 0.65459 -0.16376
Br -1.67546 -2.38562 -0.23368
H -0.08170 -0.52141 3.45879
H 1.25639 1.54312 0.49512
H 1.55993 1.16646 -1.34690
H 0.03205 2.04264 -0.77368
H -1.27798 -0.50698 -1.87854
H 1.90526 -0.76995 -0.76188

(11)
37
Properties=species:S:1:pos:R:3 method="wB97M-V/def2-TZVPD" homo_ev=-9.1 orbital_gap_ha=0.344 e_above_lowest_ev=3.1929
H -0.30837 1.59965 3.48568
N 0.42395 1.63586 2.64402
C 1.35097 0.76491 2.58403
N 2.34909 1.21307 1.71189
C 2.75930 0.32431 0.57136
C 3.05100 1.29987 -0.55517
H 1.52766 -0.08215 3.27362
H 2.38298 2.24146 1.70337
H 1.94033 -0.24090 0.21442
H 3.54363 -0.34201 0.80087
H 2.09965 1.33998 -1.29355
H 3.76193 0.94200 -1.29865
H 3.35602 2.23879 -0.06643
O -4.02875 -2.18618 -1.39404
H -3.96945 -1.94350 -2.38812
H -3.74398 -1.23345 -1.15348
O -1.31301 -1.56857 -1.11173
H -0.94363 -1.00750 -1.81816
H -1.64333 -2.37300 -1.60137
O -1.63233 -1.17887 1.55445
H -1.77382 -1.05061 0.57343
H -2.07085 -2.04371 1.67295
O -0.75031 1.17130 -2.44839
H 0.08011 0.82329 -2.61849
H -0.76546 1.40273 -1.52220
O -0.20807 3.37658 0.23621
H -0.01515 2.79920 1.17180
H -0.67284 4.17155 0.29063
O 1.66181 -1.46876 -1.75316
H 1.27594 -2.23081 -1.19261
H 2.55060 -1.51706 -1.24781
O 0.57889 -2.77035 0.34419
H -0.03609 -3.46986 0.12861
H 0.06741 -1.96821 0.87632
O -3.43575 0.18682 -0.15733
H -3.94573 0.31149 0.66129
H -3.50435 0.83264 -0.87845

(12)
58
Properties=species:S:1:pos:R:3 method="wB97M-V/def2-TZVPD" homo_ev=-14.7 orbital_gap_ha=0.047 charge=+3
Cd 4.85690 8.59776 -1.72642
Cd 5.63729 5.87908 -0.27433
C 2.98780 5.88860 -2.19205
O 4.01524 6.64574 -1.56116
H 2.11534 6.49496 -2.43816
H 3.31478 5.38656 -3.10930
H 2.66354 5.07694 -1.53290
C -1.63924 -2.43582 0.18252
O -0.33429 -2.27149 -0.34736
C -0.33728 -1.92217 -1.69965
C 1.12736 -2.01801 -2.13616
N 1.58284 -3.36192 -2.26902
C 1.01740 -4.26816 -3.19660
C 1.64946 -5.63622 -3.05603
O 1.20108 -6.14167 -1.84050
C 1.29046 -7.56645 -1.73391
H -2.15815 -3.19220 -0.42083
H -2.27000 -1.53749 0.11394
H -1.61075 -2.75638 1.21749
H -0.74382 -0.91023 -1.83293
H -0.98674 -2.56800 -2.30959
H 1.75357 -1.53029 -1.39161
H 1.26988 -1.48470 -3.08885
H 2.09327 -3.73755 -1.47190
H 1.19644 -3.88936 -4.21839
H -0.08061 -4.28037 -3.06309
H 2.74216 -5.56745 -3.13375
H 1.28149 -6.23870 -3.89966
H 1.06528 -7.85400 -0.71390
H 2.28103 -7.91445 -2.03069
H 0.53368 -8.00707 -2.39357
C -5.20824 -1.22074 2.75871
O -3.84096 -1.59886 2.72017
C -3.10428 -1.15971 3.83113
C -2.71874 0.31059 3.81018
N -1.70536 0.73626 2.91268
C -1.38095 2.16942 3.09418
C -0.52570 2.85451 2.05667
O 0.77638 2.32089 2.08090
C 1.66866 3.03224 1.29300
H -5.56186 -1.11548 1.73185
H -5.35443 -0.26111 3.26214
H -5.81594 -2.01094 3.21034
H -2.21078 -1.77582 3.94317
H -3.70821 -1.33109 4.73112
H -2.41802 0.63926 4.81632
H -3.65912 0.90405 3.73420
H -1.96796 0.56064 1.93931
H -0.84400 2.23627 4.05062
H -2.31752 2.72287 3.24464
H -0.50333 3.90567 2.37346
H -0.93482 2.77128 1.03799
H 1.58358 4.11981 1.44223
H 1.60574 2.83833 0.20998
H 2.69556 2.79217 1.57721
O 2.91200 9.43685 -2.50137
H 3.07099 9.77583 -3.39461
H 1.95188 9.46734 -2.39784

(13)
123
Properties=species:S:1:pos:R:3 method="wB97M-V/def2-TZVPD" homo_ev=-7.6 orbital_gap_ha=0.298 e_above_lowest_ev=0.4669
C -2.24005 -4.49945 -6.10333
O -2.25312 -4.43011 -4.70647
C -2.62201 -3.18429 -4.17373
C -1.31407 -2.35592 -3.90711
C -0.35640 -3.14128 -3.00220
N -1.69797 -1.04452 -3.34267
H -3.20685 -4.49342 -6.61458
H -1.83946 -5.48061 -6.37925
H -1.47137 -3.79674 -6.44399
H -3.33686 -2.63597 -4.79832
H -3.15731 -3.34234 -3.23239
H -0.90392 -2.24830 -4.91661
H -0.95633 -3.69376 -2.27499
H 0.32346 -2.53772 -2.39969
H 0.26075 -3.80481 -3.60602
H -2.62536 -0.91003 -3.73278
H -1.10192 -0.32302 -3.73596
C -5.64712 1.10588 2.32834
O -4.42302 0.40891 2.20204
C -3.50774 1.06716 1.29206
C -3.92362 1.08611 -0.16904
C -4.19925 -0.35003 -0.68947
N -2.87769 1.68130 -0.98742
H -6.28977 1.09926 1.44481
H -5.47897 2.16463 2.55170
H -6.23437 0.74051 3.16953
H -3.15076 2.02516 1.68035
H -2.61920 0.42728 1.33013
H -4.84105 1.66193 -0.31660
H -3.28586 -0.94378 -0.74742
H -4.69466 -0.32632 -1.65878
H -4.82981 -0.87460 0.02586
H -2.07253 1.06586 -0.87537
H -2.57561 2.58427 -0.61907
C 3.24097 -0.40166 4.33830
O 2.05665 0.36295 4.14720
C 0.83806 -0.36173 4.22775
C -0.41510 0.48279 4.13251
C -0.55507 1.37118 5.37846
N -1.59630 -0.36319 4.06656
H 3.22077 -1.13247 3.52247
H 3.23415 -0.98595 5.26214
H 4.16329 0.16519 4.27096
H 0.85883 -1.07661 3.39552
H 0.83250 -0.88293 5.18996
H -0.36196 1.12085 3.23891
H -1.25269 2.16346 5.09200
H 0.36300 1.89062 5.66147
H -0.89978 0.79265 6.23231
H -1.49734 -1.04844 3.30617
H -2.42681 0.11398 3.73234
N 0.50755 0.62604 0.82126
C 0.32769 0.29033 -0.47485
N -0.66410 -0.62342 -0.64033
O 0.89309 0.80777 -1.45823
H -0.30536 0.43259 1.38092
H 1.08352 1.43048 1.06187
H -0.89395 -0.92469 -1.59280
H -1.14351 -1.14141 0.07959
N 3.03701 -0.98613 1.29575
C 4.13274 -1.62741 1.78813
N 5.09852 -1.76457 0.81968
O 4.21605 -2.04720 2.93879
H 3.10446 -0.41112 0.47069
H 2.28783 -0.71731 1.91151
H 5.66254 -2.56616 1.05795
H 4.89336 -1.44646 -0.12267
N 3.01414 5.39527 -2.21630
C 3.39592 4.12899 -1.92204
N 2.43669 3.18504 -2.21078
O 4.49128 3.83387 -1.46234
H 3.62093 6.14288 -1.93576
H 2.15401 5.54430 -2.70717
H 1.53889 3.48657 -2.53037
H 2.70101 2.23496 -2.01762
N 0.45254 4.18284 -0.01765
C -0.80209 4.15133 0.48383
N -0.87295 3.92425 1.81042
O -1.83054 4.27034 -0.20343
H 1.16583 3.84870 0.62729
H 0.63539 4.39201 -0.97249
H -1.78723 3.84552 2.21732
H -0.08544 3.75946 2.41346
N 2.34323 -5.05425 2.04347
C 1.36343 -4.18243 2.38304
N 1.21891 -3.17104 1.48028
O 0.55356 -4.41538 3.28516
H 2.40662 -5.95247 2.48736
H 2.90360 -4.91908 1.22478
H 1.91183 -2.95389 0.78981
H 0.30868 -2.71348 1.55029
N -1.88214 2.52608 -5.23586
C -0.90085 1.94842 -4.47432
N -1.03276 2.09391 -3.14077
O -0.02124 1.25301 -4.99192
H -2.42135 3.30079 -4.89780
H -1.82256 2.31145 -6.21463
H -1.76835 2.66344 -2.76652
H -0.31326 1.64181 -2.58832
N 2.48256 -0.58510 -3.28521
C 3.66168 -1.08030 -2.85414
N 4.34721 -1.69171 -3.86237
O 4.12954 -1.01513 -1.71294
H 2.20648 -0.82418 -4.21664
H 1.80013 -0.11608 -2.68479
H 4.02962 -1.86376 -4.79509
H 5.27949 -2.02350 -3.68286
N -2.19069 -4.09545 2.11471
C -2.34718 -2.77828 1.87749
N -3.63782 -2.37256 1.87466
O -1.37084 -2.00747 1.74081
H -1.21989 -4.34031 2.29390
H -2.95795 -4.71148 2.28299
H -3.86002 -1.37449 1.89026
H -4.38415 -3.03047 1.97945
N 4.15195 4.05324 1.58964
C 3.14978 3.32322 2.14526
N 3.13605 3.37563 3.49844
O 2.27501 2.68572 1.52223
H 4.75312 4.42867 2.29259
H 4.34732 4.20824 0.61290
H 2.41060 2.94679 4.04340
H 3.84144 3.94224 3.92106

(14)
23
Properties=species:S:1:pos:R:3 method="wB97M-V/def2-TZVPD" homo_ev=-7.6 orbital_gap_ha=0.223 e_above_lowest_ev=3.9854
O -1.15810 2.58162 -0.63319
O 0.68282 3.13388 -1.73415
N -1.16839 -1.01561 1.79335
O 1.04362 1.50004 2.93442
O -0.54979 -0.33116 2.84192
C 0.06822 2.42852 -0.90590
C 0.21337 0.64742 2.27116
C 0.12799 0.54396 0.93089
N -0.75263 -0.50593 0.70831
C 0.91503 1.47811 -0.02147
C 0.54659 -2.18566 -0.67695
C -1.03032 -0.59276 -1.80356
C -0.77239 -1.36702 -0.53081
H 1.03075 1.22526 3.85710
H 1.55659 0.83410 -0.61797
H 1.58260 2.11901 0.55332
H 1.40121 -1.53203 -0.86909
H 0.45720 -2.83943 -1.53778
H 0.74234 -2.76897 0.23538
H -1.23294 -1.28228 -2.62800
H -1.94263 0.02336 -1.64254
H -0.16855 0.01436 -2.08684
H -1.59260 -2.10876 -0.43758

(15)
12
Properties=species:S:1:pos:R:3 method="wB97M-V/def2-TZVPD" homo_ev=-9.7 orbital_gap_ha=0.390 e_above_lowest_ev=2.3167
C 1.09937 2.40376 -0.45182
C 0.16015 1.65952 -0.35016
C -0.62391 0.46971 -0.65412
C 0.17754 -0.76226 -0.13944
C -0.36478 -1.56842 1.03676
O 1.27427 -1.00457 -0.58131
H 1.92720 2.97955 -0.78604
H -1.68464 0.43242 -0.39948
H -0.56914 0.70046 -1.73474
H -0.02230 -2.60570 0.95563
H -1.45157 -1.54219 1.14848
H 0.07782 -1.16229 1.95625

(16)
16
Properties=species:S:1:pos:R:3 method="wB97M-V/def2-TZVPD" homo_ev="0.0 / 0.2" s_squared=0.7579 spin_multiplicity=2 orbital_gap_ha="0.221 / 0.197" charge=-2 e_above_lowest_ev=1.2083
C 0.32107 -0.98299 0.03467
C 1.05513 -0.45804 -1.19499
S 2.84180 -0.56773 -0.89930
N -1.16082 -1.03976 -0.04227
C -1.89761 0.14611 -0.30812
O -1.36946 1.29118 0.01071
O -2.98047 -0.03220 -0.91981
H 0.47242 -0.35969 0.88070
H 0.82463 -1.96295 0.21535
H 0.67187 0.55862 -1.36939
H 0.74790 -1.05168 -2.06934
H 1.74852 1.92249 0.88520
H -1.59031 -1.82968 -0.51913
H -0.62199 1.38519 1.50597
H 0.85165 1.57498 1.53702
O 0.08567 1.40615 2.25274

no.,DFT total energy (hartree)
1,-940.94702
2,-554.09742
3,-9102.19692
4,-248.35089
5,-683.88864
6,-510.18084
7,-516.00940
8,-341.76686
9,-501.67119
10,-5417.28048
11,-840.01947
12,-1411.42061
13,-2894.62252
14,-683.06697
15,-269.26110
16,-797.67860